DFT (wB97M-V/def2-TZVPD) results for a 2-piece molecular cluster, C4H11N2O overall.

E_HOMO in eV: -13.79
Total charge: +1
HOMO-LUMO gap in Ha: 0.377
Spin multiplicity: 1

Each line ends with the Mulliken charge.
Element x y z (Å)
C  -1.66612  -1.05376  -0.48421  -1.220
C  -1.90572  -0.02163  0.24060  -0.064
C  1.05429  -1.06027  -0.42363  -0.914
C  1.38105  0.31063  0.10973  0.759
N  1.91413  0.41599  1.25375  -0.320
N  0.69936  1.33511  -0.51137  -0.328
O  -1.80040  1.37171  -0.07051  -0.582
H  -1.87272  -1.94289  0.10760  0.330
H  -1.37590  -1.04643  -1.48035  0.665
H  1.78304  -1.59223  -0.88391  0.434
H  0.60448  -1.33695  0.56500  0.415
H  0.23419  -1.11420  -1.23656  0.009
H  2.56788  -0.33981  1.59395  0.284
H  2.18038  1.19669  1.80638  0.238
H  -0.23097  1.01092  -0.68846  0.160
H  -2.10756  0.04646  1.19964  0.496
H  0.87951  2.28213  -0.15270  0.272
H  -2.33893  1.53852  -0.94496  0.364

---

DFT (wB97M-V/def2-TZVPD) results for an isolated ion of composition C3H5BrN2P and charge +1.

E_HOMO (spin up / spin down) in eV: -11.95 / -13.98
Total charge: +1
HOMO-LUMO gap (spin up / spin down) in Ha: 0.244 / 0.258
<S²>: 2.032
Spin multiplicity: 3

Each line ends with the Löwdin spin population.
Element x y z (Å)
C  -1.07547  -1.21202  -0.01946  0.390
C  -1.58128  0.07121  0.09358  0.071
C  0.95789  -0.05742  -0.01379  0.723
N  -0.87012  1.08160  0.06571  0.363
N  0.24752  -1.19690  -0.01388  0.102
P  2.53611  0.49042  -0.17666  0.198
Br  -3.43751  0.28929  -0.10774  0.035
H  -1.69073  -2.12337  0.01963  0.012
H  -1.17597  2.03201  -0.24937  0.010
H  0.76622  -2.10240  -0.06292  0.016
H  2.93982  0.91366  1.10145  0.033
H  2.38353  1.81393  -0.63655  0.045

---

DFT (wB97M-V/def2-TZVPD) results for C16H9Br2N4O4Zn as an isolated structure.

E_HOMO in eV: 3.77
Total charge: -3
HOMO-LUMO gap in Ha: 0.073
Spin multiplicity: 1

Each line ends with the Mulliken charge.
Element x y z (Å)
N  4.44330  -1.73201  2.55814  -0.805
C  3.52590  -1.04375  2.30748  0.229
C  2.46079  -0.11565  2.04889  1.139
C  2.18201  0.30928  0.71465  -1.964
C  1.34548  1.42710  0.53990  1.135
N  1.30629  2.30076  -0.54322  0.802
O  1.71579  2.25196  -1.68892  -0.934
O  0.59787  3.44556  -0.05950  -0.232
N  0.18820  3.28247  1.23938  -0.529
C  0.71644  2.08122  1.60356  0.613
C  0.85447  1.51909  2.92459  -0.640
N  0.00110  1.90364  4.02233  0.889
O  -1.00761  2.61634  3.82771  -0.744
O  0.32576  1.46714  5.15758  -0.805
C  1.81657  0.51798  3.12418  -0.824
H  2.57918  -0.20183  -0.16098  0.259
H  2.02303  0.17719  4.13027  0.417
Br  -4.76445  -1.17604  1.71409  -0.311
Zn  -3.59147  0.48886  0.73888  0.294
Br  -2.20684  1.78350  -0.50742  -0.092
C  -2.02516  -2.35047  -0.79492  -1.494
C  -1.04709  -2.21038  0.22125  -0.695
C  0.08751  -1.58951  -0.35783  -0.597
C  -0.22810  -1.20984  -1.70488  0.356
C  -1.55496  -1.70801  -1.98714  0.636
C  -2.20623  -1.40680  -3.18097  -0.530
C  -1.48156  -0.74565  -4.16236  -0.329
C  -0.13074  -0.37893  -3.96219  -0.665
C  0.48208  -0.56485  -2.72484  -0.057
H  -3.02565  -2.71205  -0.66069  0.536
H  -1.17481  -2.48307  1.27299  0.417
H  1.05870  -1.48195  0.10308  0.468
H  -3.25845  -1.71511  -3.28251  0.289
H  -1.94418  -0.56706  -5.12932  0.288
H  0.42341  0.08264  -4.77989  0.326
H  1.51342  -0.26177  -2.56138  0.153

---

DFT (wB97M-V/def2-TZVPD) results for C5H7N2 as an isolated structure.

E_HOMO in eV: -15.18
Total charge: +1
HOMO-LUMO gap in Ha: 0.344
Spin multiplicity: 1

Each line ends with the Mulliken charge.
Element x y z (Å)
C  2.30385  -0.65750  0.17219  -0.714
C  0.38734  -0.84245  0.22777  0.193
C  3.42300  -0.64459  -0.21134  0.155
C  -1.86361  -0.22711  -0.07483  0.112
C  -0.11350  1.51632  0.16831  -0.746
N  -0.42834  0.12014  0.04834  0.051
N  -2.27292  -1.40183  -0.16758  -0.430
H  4.32827  -0.94888  -0.60226  0.428
H  -2.39637  0.83887  -0.22177  0.204
H  -0.90416  2.15009  -0.35129  0.270
H  -0.23284  1.96767  1.19407  0.373
H  0.93401  1.73953  -0.09095  0.342
H  -3.23196  -1.72237  -0.33590  0.310
H  0.06725  -1.88789  0.24525  0.452

---

DFT (wB97M-V/def2-TZVPD) results for a 2-piece molecular cluster, C3H7NO4 overall.

E_HOMO in eV: -10.19
HOMO-LUMO gap in Ha: 0.391
Spin multiplicity: 1
Structure (SMILES): O=CNCC(=O)O.O

Each line ends with the Mulliken charge.
Element x y z (Å)
C  0.29685  -0.74856  -0.55435  0.169
N  0.41702  0.58167  -0.88496  -0.107
C  0.83591  1.55133  0.08458  -0.680
C  2.32032  1.85674  0.04270  0.626
O  2.57324  2.97166  0.73137  -0.433
O  3.14800  1.21526  -0.54073  -0.523
O  -0.12020  -1.59684  -1.29309  -0.534
H  0.59725  -0.87560  0.49728  0.255
H  0.36755  0.89608  -1.83973  0.228
H  0.29799  2.49501  -0.01042  0.350
H  0.58686  1.22067  1.08907  0.305
H  3.52710  3.12681  0.75793  0.344
H  -4.28537  -3.91285  0.35562  0.324
H  -5.32745  -4.66914  1.17110  0.319
O  -5.23507  -4.11225  0.39362  -0.643

---

Calculated energy relative to the best compared isomer or geometry (same formula, charge and spin), 397.4, 0.0, 110.6, 689.0, 96.6 kJ/mol (same order as the records).
Calculated maximum force, 5.765, 4.159, 5.836, 7.826, 1.296 eV/A (same order as the records).